Version one
Formula: C28H84O14
Source: OMol25
Level of theory: ωB97M-V/def2-TZVPD

Calculated values
Lowest unoccupied orbital energy ... 0.32 eV
HOMO level ... -9.25 eV
Frontier orbital gap ... 9.57 eV

Cartesian coordinates (Å):
O 36.466 -5.830 -6.274
O 37.183 0.122 -5.123
O 41.194 -2.301 -0.926
O 31.620 -7.579 3.670
O 34.123 -10.206 -6.581
O 30.461 -7.521 1.084
O 28.947 -7.641 -3.567
O 35.857 -6.829 -3.748
O 30.722 -5.106 -0.385
O 29.040 -5.147 -2.557
O 35.323 -0.173 -3.240
O 35.985 -12.130 -6.410
O 36.774 -7.933 -1.365
O 33.936 -5.108 -7.757
C 38.807 -6.158 -6.153
C 30.279 -9.363 -4.254
C 33.576 -7.972 -5.629
C 39.842 -2.324 -1.322
C 34.541 -1.047 -2.455
C 39.005 -1.878 -0.172
C 37.138 -11.439 -6.028
C 34.116 -2.184 -3.319
C 33.074 -3.957 -7.629
C 35.190 -5.689 -3.233
C 38.010 -5.857 -0.988
C 33.939 -6.218 -2.372
C 38.762 -1.637 -5.735
C 29.122 -7.812 0.888
C 29.467 -4.648 -3.812
C 33.353 -3.118 -6.332
C 37.676 -5.621 -6.960
C 33.384 -7.222 2.011
C 28.228 -7.701 2.096
C 37.139 -6.950 -0.382
C 34.625 -9.001 -6.048
C 37.254 -1.228 -5.522
C 30.118 -8.352 -3.100
C 30.927 -3.678 -0.070
C 32.759 -6.833 3.307
C 29.639 -3.123 -3.684
C 32.166 -3.505 0.916
C 37.363 -11.567 -4.514
H 33.501 -1.718 -4.089
H 29.211 -8.800 0.437
H 39.051 -6.132 -1.156
H 29.346 -9.916 -4.358
H 37.932 -1.931 -0.359
H 34.151 -2.402 -6.528
H 37.975 -5.010 -0.303
H 34.881 -2.735 -3.865
H 37.589 -12.601 -4.253
H 33.415 -6.849 4.177
H 36.119 -6.615 -4.647
H 39.594 -1.818 -2.255
H 34.143 -7.055 -5.468
H 34.830 -5.278 -4.176
H 30.491 -2.867 -3.054
H 31.010 -7.749 2.948
H 36.868 -1.968 -4.820
H 36.400 0.239 -4.581
H 37.753 -6.090 -7.941
H 39.303 -0.963 -6.399
H 30.987 -7.728 -2.891
H 36.471 -11.214 -3.997
H 37.928 -11.805 -6.684
H 31.276 -3.210 -0.991
H 32.003 -4.008 1.869
H 30.531 -8.946 -5.229
H 30.017 -5.144 -1.035
H 28.748 -7.056 0.197
H 39.596 -3.314 -1.706
H 30.335 -5.193 -4.186
H 34.821 -10.865 -6.541
H 28.608 -8.293 2.929
H 32.947 -6.736 1.139
H 32.085 -4.414 -7.634
H 28.762 -6.040 -2.775
H 29.961 -3.211 0.124
H 32.387 -2.438 0.938
H 30.639 -6.630 0.775
H 34.235 -6.582 -1.389
H 36.181 -6.665 0.054
H 29.791 -8.823 -2.173
H 39.216 -1.474 -4.757
H 32.410 -5.802 3.250
H 28.730 -2.727 -3.232
H 35.281 -9.273 -5.220
H 29.882 -2.656 -4.638
H 31.041 -10.127 -4.102
H 35.730 -5.670 -6.869
H 35.160 -1.530 -1.699
H 33.871 -5.481 -8.640
H 33.491 -2.926 -2.822
H 35.222 -8.468 -6.788
H 38.742 -2.623 -6.199
H 36.703 -1.347 -6.455
H 33.189 -5.434 -2.264
H 38.740 -7.211 -5.878
H 35.822 -4.940 -2.756
H 38.885 -5.658 -5.187
H 37.752 -5.444 -1.963
H 35.971 -13.046 -6.125
H 28.801 -4.962 -4.616
H 33.033 -8.309 -4.746
H 39.728 -6.108 -6.733
H 33.212 -3.386 -8.547
H 41.194 -2.840 -0.132
H 37.664 -7.492 0.404
H 28.154 -8.181 -3.560
H 35.839 0.394 -2.662
H 33.314 -8.299 1.856
H 32.962 -7.767 -6.505
H 39.282 -0.898 0.217
H 32.349 -2.713 -6.212
H 33.126 -3.895 0.576
H 33.416 -7.037 -2.867
H 33.638 -0.612 -2.025
H 33.608 -3.757 -5.486
H 27.206 -7.961 1.821
H 28.273 -6.671 2.450
H 37.752 -4.535 -7.006
H 36.972 -10.415 -6.361
H 34.434 -6.930 1.996
H 38.156 -10.954 -4.086
H 36.404 -7.525 -2.151
H 39.090 -2.637 0.606

---

Version two
Formula: C28H84O14
Source: OMol25
Level of theory: ωB97M-V/def2-TZVPD

Calculated values
Lowest unoccupied orbital energy ... 0.09 eV
HOMO level ... -9.27 eV
Frontier orbital gap ... 9.35 eV

Cartesian coordinates (Å):
O -0.900 0.858 -3.063
O -1.350 -4.686 0.303
O 2.902 0.069 -2.036
O 1.593 2.627 -1.676
O 1.362 4.445 3.184
O -0.674 1.339 0.198
O -1.569 -4.093 3.144
O -2.795 3.124 0.042
O 5.039 -1.558 2.544
O -3.136 -0.605 -4.176
O -5.251 1.079 4.961
O 2.203 -2.631 -2.749
O -5.241 -3.097 -0.187
O 1.675 2.611 1.177
C -0.758 -2.945 3.141
C -0.154 -1.031 -0.260
C 4.111 2.551 1.234
C -2.666 4.459 0.519
C 0.525 -2.213 -4.465
C 5.100 -1.920 1.160
C -0.673 1.295 -5.430
C -0.254 -5.418 -0.250
C -3.865 1.215 4.651
C -0.559 2.982 3.538
C -3.443 -1.321 -2.987
C 3.687 -1.974 0.609
C 4.005 0.568 -2.823
C 2.890 4.701 -1.646
C -0.612 -2.425 4.553
C 5.132 -0.441 -2.756
C -3.394 0.033 3.847
C -2.585 -2.569 -2.845
C -0.019 4.390 3.600
C 0.998 -5.191 0.556
C 1.688 3.951 -2.195
C -5.143 -3.224 2.252
C -4.485 -2.701 0.978
C 2.818 1.882 1.651
C 1.989 -2.407 -4.142
C -0.130 1.561 -4.036
C -0.888 -0.028 0.603
C -1.790 5.310 -0.399
H 3.703 -2.147 -0.466
H 1.567 3.407 1.737
H -0.935 2.637 2.577
H 1.569 2.631 -0.704
H 3.227 -1.011 0.823
H 3.823 4.196 -1.901
H 5.564 -2.914 1.110
H -3.473 -3.102 0.885
H 3.140 -2.808 1.046
H -0.468 -6.497 -0.205
H -0.063 -3.119 5.193
H 4.286 1.573 -2.499
H 1.820 5.151 3.643
H -0.669 -0.113 1.673
H 3.637 0.641 -3.857
H -1.971 -0.161 0.520
H 2.814 1.863 2.745
H 2.199 -1.767 -2.312
H -0.727 1.278 -2.207
H -3.325 -0.640 -2.131
H -2.306 -0.005 3.775
H 0.233 2.296 3.862
H -0.766 5.312 -0.017
H -2.495 -3.004 -3.841
H -1.822 4.864 -1.391
H 4.286 2.549 0.156
H 5.695 -1.251 0.526
H -2.149 6.336 -0.464
H 4.092 3.594 1.561
H -0.032 1.781 -6.167
H -1.638 1.803 -5.525
H -0.768 0.234 -5.641
H -2.335 -0.092 -3.994
H 5.324 -0.698 -1.713
H -0.610 5.107 3.019
H -4.419 -1.607 0.955
H 0.923 1.244 -4.018
H 5.937 -1.612 2.886
H 6.098 -0.050 -3.089
H 1.283 -4.138 0.583
H 2.710 0.866 1.282
H -3.770 -0.907 4.250
H 0.803 -5.491 1.589
H 0.786 4.495 -1.897
H 2.405 -3.280 -4.656
H 5.001 2.096 1.674
H -1.963 2.627 0.152
H -6.130 -2.759 2.284
H -5.731 1.888 4.790
H -1.651 -4.445 2.245
H -5.190 -4.308 2.212
H -0.146 -5.195 -1.317
H -3.765 0.128 2.824
H -0.168 -0.754 -1.314
H 2.617 -1.575 -4.492
H -4.511 -1.544 -2.991
H 1.728 3.872 -3.278
H -5.983 -2.484 -0.196
H -3.739 2.139 4.071
H 0.239 -3.173 2.738
H -1.623 -2.382 -2.371
H 2.423 0.840 -1.701
H 0.232 1.591 0.453
H 2.823 4.747 -0.559
H -0.139 2.629 -3.807
H -3.081 -3.317 -2.216
H -2.304 4.368 1.550
H 1.827 -5.778 0.168
H 0.891 -1.132 0.054
H 4.882 -1.319 -3.346
H -1.319 2.831 4.308
H 0.116 -1.383 -3.881
H 0.407 -1.972 -5.525
H 0.006 -1.524 4.572
H -0.599 -2.026 -0.181
H -3.303 1.387 5.576
H -1.595 -2.243 4.986
H 2.911 5.717 -2.044
H -0.085 4.749 4.633
H -4.556 -2.897 3.110
H -1.180 -2.163 2.495
H -0.066 -3.088 -4.201
H -2.165 -5.030 -0.079
H -3.678 4.862 0.577

---

Most stable structure: version two

---

Version one
Formula: C18H47NO6
Source: OMol25
Level of theory: ωB97M-V/def2-TZVPD

Calculated values
Lowest unoccupied orbital energy ... 0.68 eV
HOMO level ... -8.96 eV
Frontier orbital gap ... 9.63 eV
SMILES ... COCCNCCOC.CC(C)O.CC(C)O.CC(C)O.CC(C)O

Cartesian coordinates (Å):
O -2.055 0.793 0.123
O -3.265 -1.881 2.171
O 2.433 2.618 0.166
O -1.154 -4.334 -5.195
O 4.095 -3.546 -0.129
O -2.267 2.949 2.098
N 0.723 2.991 2.409
C -2.093 -2.489 2.669
C -2.442 -2.641 -6.338
C 2.025 -2.485 -0.615
C -1.273 -1.432 3.430
C -2.867 4.102 1.603
C 2.009 3.662 2.264
C -1.334 -3.103 1.527
C 2.993 2.871 1.429
C -0.644 -2.053 -4.577
C 3.068 -2.502 1.775
C 3.272 -2.455 0.268
C -1.536 3.006 3.297
C -0.218 3.750 3.227
C -0.745 0.851 -0.502
C -0.632 2.286 -1.032
C 3.342 2.062 -0.757
C -1.723 -3.024 -5.042
C -0.577 -0.146 -1.626
H -2.325 -3.201 3.462
H -0.483 -3.724 1.831
H -2.021 -3.247 -7.140
H -1.409 0.017 -2.316
H -0.402 -2.282 -3.537
H -1.805 -4.881 -5.644
H 3.623 1.054 -0.452
H 2.247 -1.827 2.036
H -0.409 -1.770 4.004
H 2.962 1.953 -1.774
H 1.402 -3.353 -0.391
H 0.203 3.793 4.234
H -1.969 -3.804 0.980
H -1.043 -0.549 2.830
H -1.300 2.001 3.653
H -3.247 3.931 0.597
H -1.224 2.444 -1.936
H 0.402 2.294 -1.410
H -0.896 -2.390 0.826
H 3.400 1.960 1.884
H 2.468 3.719 3.252
H -1.113 -1.066 -4.476
H 3.858 -1.547 0.078
H 1.814 4.625 1.780
H 2.586 -3.444 2.054
H -3.708 4.404 2.246
H 4.347 -3.578 -1.050
H -0.386 4.794 2.927
H -2.185 4.963 1.607
H -3.524 -2.709 -6.245
H -1.958 -1.123 4.229
H -0.863 3.088 -0.339
H 3.979 -2.257 2.307
H -2.222 -1.623 -6.669
H -2.107 1.497 0.783
H -3.024 -1.087 1.679
H 3.829 3.569 1.250
H 0.368 0.068 -2.119
H 4.197 2.732 -0.880
H -2.214 3.384 4.074
H -2.384 -3.034 -4.172
H 0.316 2.668 1.542
H -0.057 0.692 0.340
H 1.495 -1.530 -0.531
H -0.722 -1.150 -1.228
H 2.096 -2.524 -1.707
H 0.272 -1.798 -5.112

---

Version two
Formula: C18H47NO6
Source: OMol25
Level of theory: ωB97M-V/def2-TZVPD

Calculated values
Lowest unoccupied orbital energy ... 0.49 eV
HOMO level ... -7.44 eV
Frontier orbital gap ... 7.93 eV

Cartesian coordinates (Å):
O 0.568 -0.879 -0.192
O 1.914 -2.199 -0.215
O 5.531 2.129 0.260
O -1.060 -2.860 2.527
O -3.282 0.516 -3.285
O 0.089 1.631 2.846
N -1.146 -0.222 1.046
C -1.149 -0.309 -1.751
C 1.971 -4.582 -0.917
C -2.167 -1.314 0.876
C 4.218 2.105 0.948
C -1.693 1.155 1.290
C 4.000 0.747 1.425
C 3.029 2.659 0.110
C -2.730 1.881 -1.435
C 0.283 -2.533 2.760
C -3.402 1.794 -2.793
C 0.362 -0.124 -1.353
C -0.119 -3.119 -1.040
C -4.916 2.160 -2.636
C -0.574 2.156 1.671
C -1.434 -2.610 1.189
C 1.418 -3.164 -1.110
C 0.695 1.269 -1.035
C 1.352 2.225 3.194
H 2.070 1.426 3.008
H -0.005 2.416 0.779
H -3.799 0.381 -4.082
H 1.761 -2.882 -2.105
H -0.708 -2.876 0.421
H 2.953 2.072 -0.805
H -1.339 -0.031 -2.788
H -2.545 1.217 1.966
H 4.846 0.361 1.994
H -0.935 3.147 1.944
H -3.116 1.135 -0.741
H 2.877 -4.804 -1.480
H 1.353 3.136 2.596
H 3.814 0.033 0.623
H 0.648 -1.574 2.393
H -1.671 1.649 -1.547
H 2.062 2.557 0.604
H 1.235 -5.322 -1.230
H -0.520 -2.142 -1.310
H 1.776 1.398 -1.089
H 3.214 0.720 2.179
H -0.459 -0.442 1.752
H -2.187 -3.378 1.014
H -2.093 1.515 0.342
H -1.484 -1.347 -1.762
H 5.631 1.239 -0.087
H -2.899 2.497 -3.457
H 4.269 2.629 1.902
H -2.848 -1.220 1.722
H 0.332 -2.400 3.841
H -1.906 0.241 -1.193
H 1.239 2.453 4.254
H -0.165 -0.772 0.419
H -5.362 2.562 -3.546
H 0.209 1.730 -0.175
H 1.049 -0.473 -2.124
H 1.611 -1.294 -0.325
H -0.550 -3.762 -1.807
H -2.746 2.877 -0.992
H -2.763 -1.334 -0.037
H -5.222 2.830 -1.833
H 2.090 -4.608 0.166
H 0.866 -3.449 2.665
H 0.356 1.950 -1.816
H -0.528 -3.479 -0.096
H 3.201 3.689 -0.203
H -5.373 1.219 -2.329

---

Most stable structure: version one

---

Version one
Formula: CH25O15
Source: OMol25
Level of theory: ωB97M-V/def2-TZVPD

Calculated values
Lowest unoccupied orbital energy ... 1.72 eV
Charge ... -1
HOMO level ... -7.29 eV
Frontier orbital gap ... 9.01 eV

Cartesian coordinates (Å):
O 3.659 0.929 -1.315
O 0.152 0.912 2.981
O 0.882 -2.880 1.582
O -0.007 0.244 -3.516
O -3.345 -0.709 3.033
O 2.902 -2.555 -1.340
O -2.699 1.168 1.219
O 2.871 -1.076 1.993
O 1.253 3.719 -0.624
O -2.753 -1.947 0.234
O -3.088 -0.503 -2.080
O -1.508 3.266 -1.522
O -0.964 0.742 -0.998
O 1.030 0.065 -0.835
O -0.431 -0.542 0.653
C -0.162 0.055 -0.353
H 0.808 -0.245 -3.613
H -2.151 3.259 -2.219
H 1.580 -0.789 -0.560
H 1.773 -2.501 1.833
H -2.188 -0.288 -1.593
H 0.325 0.361 2.245
H 2.993 -0.093 2.024
H 4.423 0.501 -1.007
H 3.196 -2.473 -2.214
H -2.795 -2.449 0.980
H -0.309 0.252 -2.634
H 0.125 1.813 2.777
H 3.665 -1.671 1.852
H 2.912 0.474 -1.092
H -2.046 1.090 0.676
H 0.603 3.182 -0.855
H 1.127 3.677 0.193
H 0.353 -2.095 1.146
H 3.630 -2.773 -0.855
H -2.568 -1.193 3.234
H -3.396 -0.610 -1.160
H -2.934 -0.293 2.233
H -3.378 0.923 0.494
H -1.549 2.416 -1.259
H -1.986 -1.369 0.280

---

Version two
Formula: CH25O15
Source: OMol25
Level of theory: ωB97M-V/def2-TZVPD

Calculated values
Lowest unoccupied orbital energy ... 2.35 eV
Charge ... -1
HOMO level ... -7.31 eV
Frontier orbital gap ... 9.65 eV

Cartesian coordinates (Å):
O -4.489 -8.026 -6.078
O -7.845 -8.459 -4.460
O -6.858 -11.823 -8.124
O -5.582 -6.701 -3.375
O -6.025 -9.411 -3.686
O -9.846 -7.181 -3.276
O -4.539 -11.147 -2.120
O -9.230 -9.503 -7.870
O -3.590 -8.049 -2.176
O -2.589 -9.463 -4.207
O -9.048 -6.801 -6.172
O -9.240 -12.538 -6.542
O -8.158 -10.489 -2.026
O -6.789 -9.844 -5.846
O -4.574 -11.349 -4.981
C -6.901 -9.245 -4.573
H -8.934 -9.239 -8.774
H -7.794 -9.790 -2.535
H -6.271 -7.380 -3.433
H -4.837 -7.194 -2.953
H -4.654 -11.511 -5.905
H -5.159 -8.023 -6.741
H -9.978 -8.914 -7.729
H -8.563 -6.010 -6.073
H -2.995 -8.607 -2.664
H -9.776 -11.781 -6.301
H -4.952 -8.010 -5.193
H -3.260 -10.109 -4.476
H -6.536 -11.044 -7.608
H -9.164 -7.566 -3.766
H -8.417 -7.391 -5.746
H -5.448 -10.943 -4.886
H -4.279 -10.748 -1.298
H -4.333 -8.638 -2.030
H -8.641 -12.152 -7.154
H -7.559 -11.228 -1.819
H -7.669 -9.763 -6.277
H -2.071 -9.255 -4.960
H -6.449 -12.585 -7.696
H -5.015 -10.542 -2.670
H -10.643 -7.678 -3.450

---

Most stable structure: version two